ORCA calculation (ωB97M-V with the def2-TZVPD basis set) on an isolated molecule of C5H9N in a non-equilibrium geometry.

Calculated values
- ΔE to the lowest compared entry with this formula, charge and spin (eV) = 1.556
- orbital gap (eV) = 8.90
- SMILES string = C=CC(=C)NC
- LUMO (eV) = 1.0

The geometry in XYZ format:
```
15
Properties=species:S:1:pos:R:3:forces:R:3
C 1.001087 1.848849 -1.290256 -0.2 -0.2 0.5
C 1.252392 0.613700 -0.868083 -0.9 -0.9 -1.7
C 0.404269 -0.266276 -0.039725 0.4 0.2 0.6
C 0.927343 -1.450210 0.339426 -0.1 -0.1 -0.1
N -0.770309 0.252414 0.436110 0.1 0.4 0.1
C -1.754461 -0.571688 1.093990 0.1 0.3 0.0
H 1.706289 2.362543 -1.924287 -0.1 0.1 -0.1
H 0.088196 2.362310 -1.006209 0.3 0.3 0.1
H 2.010786 0.034873 -1.384119 0.6 0.3 0.5
H 0.625827 -1.992288 1.223451 -0.5 -0.2 -0.3
H 1.676359 -1.905926 -0.290249 0.5 0.3 0.4
H -1.129565 1.007237 -0.120080 -0.1 0.0 0.1
H -1.954091 -1.482063 0.519834 -0.1 -0.1 0.1
H -2.655268 0.026832 1.212712 -0.1 -0.2 -0.1
H -1.428852 -0.840309 2.097486 0.1 -0.1 0.0
```
Forces are in eV/Å.